# 1
DFT (ωB97M-V/def2-TZVPD) results for C29H50N4O3S2 as an isolated structure.

```
! wB97M-V def2-TZVPD RIJCOSX def2/J DEFGRID3
* xyz 0 3
C 0.53 -0.42 -4.69
C 1.00 0.17 -6.01
O 0.93 1.59 -6.04
C -0.31 2.14 -6.02
C -1.39 1.68 -6.72
C -2.66 2.33 -6.66
C -3.79 1.73 -7.45
S -5.10 1.10 -6.33
C -6.63 1.86 -6.94
C -7.77 1.34 -6.06
C -2.85 3.46 -5.90
C -1.74 3.96 -5.17
N -1.75 5.03 -4.37
S -0.26 5.15 -3.77
N 0.44 3.91 -4.46
C -0.48 3.31 -5.22
H 1.33 -0.50 -3.96
H 0.15 -1.42 -4.88
H -0.29 0.14 -4.25
H 0.47 -0.29 -6.83
H 2.04 -0.07 -6.15
H -1.31 0.80 -7.33
H -3.43 0.86 -7.99
H -4.20 2.45 -8.15
H -6.77 1.56 -7.97
H -6.58 2.94 -6.86
H -7.44 0.59 -5.35
H -8.56 0.92 -6.67
H -8.21 2.16 -5.49
H -3.80 3.96 -5.84
C 4.05 -1.51 1.08
C 2.59 -1.39 0.62
C 1.68 -2.16 1.58
C 1.82 -3.68 1.45
C 1.61 -4.12 0.01
C 2.47 -3.37 -1.01
N 2.41 -1.90 -0.77
O 1.35 -1.39 -1.32
C 3.93 -3.87 -0.94
C 1.98 -3.68 -2.42
C 2.26 0.09 0.67
H 4.21 -0.91 1.98
H 4.35 -2.52 1.35
H 4.74 -1.15 0.31
H 0.63 -1.89 1.38
H 1.89 -1.85 2.60
H 2.80 -4.00 1.81
H 1.08 -4.16 2.09
H 1.80 -5.19 -0.09
H 0.55 -3.98 -0.25
H 4.58 -3.24 -1.55
H 3.99 -4.89 -1.34
H 4.34 -3.92 0.06
H 0.92 -3.45 -2.54
H 2.12 -4.74 -2.62
H 2.54 -3.11 -3.16
H 2.87 0.65 -0.04
H 2.45 0.47 1.67
H 1.21 0.29 0.44
C -0.47 2.11 7.68
C 0.71 1.21 7.27
C 1.57 1.92 6.22
C 0.88 2.00 4.85
C 0.45 0.62 4.38
C -0.38 -0.16 5.40
N 0.25 -0.11 6.75
O 1.18 -1.00 6.86
C -1.82 0.40 5.45
C -0.51 -1.61 4.95
C 1.53 1.00 8.54
H -0.12 2.94 8.28
H -1.00 2.56 6.83
H -1.20 1.55 8.27
H 2.52 1.39 6.10
H 1.81 2.92 6.57
H 0.02 2.68 4.89
H 1.57 2.44 4.13
H -0.12 0.70 3.45
H 1.35 0.04 4.14
H -2.38 -0.05 6.28
H -2.34 0.15 4.53
H -1.87 1.48 5.54
H 0.47 -2.07 4.78
H -1.05 -1.65 4.01
H -1.05 -2.21 5.68
H 0.95 0.45 9.29
H 1.81 1.96 8.96
H 2.45 0.44 8.35
*
```

As for the expectation value of S²: 2.0083. The value obtained for the calculated total energy is -2375.983072 Eh.


# 2
DFT (ωB97M-V/def2-TZVPD) results for one molecule with the formula C29H50O2.

```
! wB97M-V def2-TZVPD RIJCOSX def2/J DEFGRID3
* xyz 0 1
C 0.85 -5.04 4.37
C 1.79 -3.86 4.28
C 1.93 -3.13 3.10
C 1.16 -3.48 1.85
C 2.81 -2.04 3.07
C 3.51 -1.66 4.21
C 3.39 -2.40 5.38
C 4.17 -2.04 6.61
C 2.54 -3.50 5.40
O 2.45 -4.22 6.57
C 4.39 -0.44 4.18
C 4.08 0.42 2.96
C 3.97 -0.46 1.71
C 5.27 -1.24 1.47
C 3.67 0.36 0.44
C 2.55 1.40 0.52
C 1.17 0.78 0.72
C 0.05 1.83 0.83
C 0.04 2.46 2.22
C -1.32 1.20 0.54
C -1.58 0.99 -0.95
C -2.94 0.34 -1.19
C -3.33 0.16 -2.67
C -2.36 -0.76 -3.39
C -3.46 1.51 -3.38
C -4.24 1.43 -4.69
C -4.40 2.81 -5.33
C -5.28 2.82 -6.58
C -5.57 4.25 -7.01
C -4.63 2.06 -7.74
O 2.90 -1.38 1.87
H 0.14 -4.90 5.19
H 0.28 -5.16 3.46
H 1.41 -5.96 4.54
H 0.09 -3.37 2.01
H 1.46 -2.82 1.05
H 1.36 -4.51 1.55
H 3.83 -1.09 7.01
H 5.23 -1.95 6.38
H 4.03 -2.80 7.36
H 1.84 -4.95 6.44
H 4.23 0.15 5.09
H 5.45 -0.73 4.18
H 4.85 1.19 2.82
H 3.12 0.91 3.12
H 5.39 -2.01 2.23
H 5.23 -1.73 0.50
H 6.13 -0.58 1.49
H 4.59 0.87 0.15
H 3.42 -0.35 -0.35
H 2.55 1.96 -0.41
H 2.76 2.11 1.32
H 0.97 0.12 -0.13
H 1.16 0.16 1.62
H 0.23 2.61 0.09
H 1.00 2.91 2.45
H -0.17 1.71 2.98
H -0.72 3.23 2.28
H -2.10 1.85 0.93
H -1.39 0.24 1.06
H -0.80 0.36 -1.38
H -1.54 1.96 -1.46
H -2.95 -0.64 -0.71
H -3.71 0.95 -0.70
H -4.32 -0.31 -2.68
H -1.40 -0.28 -3.53
H -2.75 -1.04 -4.37
H -2.21 -1.68 -2.82
H -3.97 2.21 -2.71
H -2.47 1.92 -3.59
H -3.73 0.77 -5.38
H -5.23 1.01 -4.49
H -4.85 3.49 -4.59
H -3.42 3.21 -5.58
H -6.23 2.33 -6.34
H -6.07 4.80 -6.21
H -6.22 4.27 -7.89
H -4.65 4.77 -7.25
H -4.49 1.01 -7.49
H -3.66 2.49 -7.97
H -5.25 2.12 -8.63
*
```

As for the SMILES: Cc1c(C)c2c(c(C)c1O)CC[C@](C)(CCC[C@H](C)CCC[C@H](C)CCCC(C)C)O2. The calculation puts the energy above the lowest of the compared OMol25 structures with the same formula, charge and spin at 0.283 eV.


# 3
DFT (ωB97M-V/def2-TZVPD) results for a 11-piece molecular cluster, C29H51Br20ClN3O overall.

```
! wB97M-V def2-TZVPD RIJCOSX def2/J DEFGRID3
* xyz 1 1
N 2.84 1.57 2.93
C 2.49 2.51 1.87
N 2.08 2.00 0.73
N 2.68 3.90 2.19
Cl 4.31 4.26 2.62
C 2.15 4.84 1.16
C 0.64 5.31 1.45
O 0.39 6.53 1.37
C -0.51 4.33 1.85
C -1.68 4.21 0.86
C -2.91 3.32 1.14
C -2.94 2.54 2.46
C -1.79 2.66 3.43
C -0.57 3.54 3.15
H 2.50 0.63 2.70
H 2.37 1.92 3.78
H 2.11 2.45 -0.20
H 1.77 1.02 0.75
H 2.25 4.50 0.09
H 2.78 5.79 1.25
H -1.73 4.79 -0.11
H -3.78 3.26 0.41
H -3.84 1.89 2.73
H -1.83 2.08 4.42
H 0.29 3.65 3.88
Br -3.73 -1.98 4.57
C -3.20 -1.69 6.42
C -3.26 -0.23 6.79
Br -1.74 0.75 6.06
H -2.21 -2.13 6.54
H -3.91 -2.27 7.01
H -3.19 -0.11 7.87
H -4.16 0.26 6.44
Br 1.97 3.70 -2.35
C 0.32 3.26 -3.29
C -0.37 4.51 -3.80
Br -1.29 5.45 -2.36
H -0.29 2.68 -2.61
H 0.63 2.63 -4.13
H -1.15 4.25 -4.51
H 0.32 5.22 -4.26
Br 1.68 -1.00 -1.08
C 0.74 -1.72 -2.63
C 0.13 -0.62 -3.47
Br -1.49 0.09 -2.64
H 0.00 -2.43 -2.25
H 1.50 -2.26 -3.20
H -0.19 -1.01 -4.43
H 0.80 0.22 -3.62
Br -2.80 -4.00 -3.51
C -4.57 -3.71 -2.73
C -4.49 -2.86 -1.49
Br -3.84 -3.90 0.03
H -5.01 -4.69 -2.56
H -5.14 -3.20 -3.51
H -5.48 -2.52 -1.20
H -3.83 -2.01 -1.59
Br 3.59 -1.22 -5.45
C 4.66 -2.80 -5.04
C 4.05 -4.05 -5.63
Br 2.53 -4.64 -4.57
H 4.78 -2.84 -3.96
H 5.64 -2.60 -5.50
H 4.76 -4.87 -5.60
H 3.69 -3.92 -6.65
Br 5.46 -7.61 -7.77
C 6.21 -8.82 -6.43
C 5.76 -8.44 -5.04
Br 6.75 -6.89 -4.39
H 7.29 -8.81 -6.56
H 5.83 -9.81 -6.70
H 5.99 -9.24 -4.33
H 4.70 -8.20 -4.98
Br -4.12 -7.33 -1.28
C -3.37 -8.48 0.10
C -3.81 -8.05 1.48
Br -2.85 -6.47 2.09
H -2.29 -8.46 -0.03
H -3.74 -9.48 -0.14
H -3.57 -8.83 2.20
H -4.87 -7.82 1.53
Br -3.17 5.68 5.93
C -1.44 5.64 6.82
C -1.01 4.22 7.10
Br -1.97 3.48 8.63
H -1.53 6.25 7.71
H -0.75 6.11 6.12
H 0.04 4.19 7.39
H -1.18 3.54 6.26
Br 8.88 1.52 -1.31
C 8.39 3.29 -0.66
C 7.19 3.22 0.25
Br 5.54 2.99 -0.78
H 8.24 3.91 -1.53
H 9.26 3.64 -0.11
H 7.06 4.16 0.78
H 7.23 2.40 0.97
Br -5.44 2.33 -1.68
C -7.24 2.55 -0.96
C -7.21 3.40 0.29
Br -6.55 2.38 1.80
H -7.64 1.55 -0.80
H -7.81 3.05 -1.74
H -8.22 3.70 0.57
H -6.58 4.28 0.20
*
```

The value obtained for the calculated total energy is -53315.237585 Eh.


Which F_max belongs to each record? In order, 1.7, 0.8, 3.8 eV/Å.